DFT (ωB97M-V with the def2-TZVPD basis set) results for a 2-piece molecular cluster, C4H6ClN2O overall at a distorted geometry.

For the LUMO energy (alpha / beta), the calculation gives -5.46 / -7.46 eV. As for the charge: +1. The relative energy (zero: lowest compared OMol25 entry of this formula, charge and spin) is 5.524 eV.

Element x y z (Å)
C: 1.876 -1.085 0.301
C: 2.752 -0.116 0.045
C: 0.803 0.634 -0.530
C: -3.353 0.240 0.167
N: 2.115 0.909 -0.541
N: 0.655 -0.618 -0.102
O: -2.120 -0.009 0.385
Cl: 4.432 -0.210 0.123
H: 2.098 -2.039 0.713
H: -3.622 1.007 -0.672
H: -3.991 0.968 0.817
H: -3.808 -0.647 -0.065
H: 2.430 1.809 -0.856
H: -0.267 -0.844 0.217

natural (NBO) population analysis, charges in e, atoms 1 to 2: -0.06 0.08

DFT (ωB97M-V with the def2-TZVPD basis set) results for a 7-piece molecular cluster, H14O7 overall at a distorted geometry.

For the LUMO energy, the calculation gives 0.32 eV. The relative energy (zero: lowest compared OMol25 entry of this formula, charge and spin) is 2.232 eV.

Element x y z (Å)
H: -0.540 0.815 0.955
H: -0.820 0.947 -0.533
H: -1.103 4.168 0.188
H: 0.098 4.601 -0.635
H: 1.484 -2.030 -2.269
H: 2.058 -3.193 -1.477
H: -1.760 -0.969 -0.969
H: -0.478 -1.773 -0.828
H: 0.707 2.709 -1.203
H: 1.536 1.982 -0.157
H: -1.948 -4.836 1.337
H: -1.947 -3.436 0.745
H: 2.331 -0.208 2.699
H: 1.741 0.604 1.557
O: -1.258 0.950 0.326
O: -0.620 3.959 -0.619
O: 1.855 -2.254 -1.408
O: -0.920 -1.145 -1.410
O: 0.923 1.826 -0.884
O: -2.094 -3.912 1.570
O: 1.944 0.652 2.498

natural (NBO) population analysis, charges in e, atoms 1 to 2: 0.46 0.50

DFT (ωB97M-V with the def2-TZVPD basis set) results for C43H56N7OS2Ti as an isolated structure at a distorted geometry.

For the LUMO energy, the calculation gives -9.65 eV. As for the charge: +3. The relative energy (zero: lowest compared OMol25 entry of this formula, charge and spin) is 0.957 eV.

Element x y z (Å)
Ti: -0.050 -0.344 0.117
N: 0.562 2.485 -2.561
C: -0.680 2.317 -2.013
N: -0.895 1.669 -0.888
C: -2.250 1.751 -0.559
C: -3.036 2.356 -1.466
S: -2.083 2.950 -2.759
C: -2.609 1.315 0.782
C: -3.678 1.713 1.482
S: -3.534 1.225 3.122
C: -1.998 0.541 2.782
N: -1.643 0.577 1.496
N: -1.251 0.081 3.788
H: 1.297 2.670 -1.896
H: 0.619 3.078 -3.377
H: -4.103 2.516 -1.440
H: -4.503 2.326 1.154
H: -1.617 0.076 4.727
H: -0.425 -0.456 3.610
C: 0.763 -1.942 -5.950
C: 0.918 -0.855 -4.877
C: 1.577 0.384 -5.487
C: -0.443 -0.576 -4.230
C: -1.536 -0.387 -5.074
C: -2.836 -0.414 -4.606
C: -3.089 -0.749 -3.280
C: -2.037 -0.928 -2.403
C: -2.276 -1.637 -1.073
C: -3.678 -1.538 -0.502
C: -1.848 -3.096 -1.223
C: -0.728 -0.688 -2.860
N: 0.272 -0.633 -1.835
C: 1.501 -0.235 -2.024
C: 2.548 -0.487 -1.076
C: 3.849 -0.015 -1.362
C: 4.926 -0.415 -0.618
C: 4.737 -1.341 0.424
C: 3.489 -1.847 0.702
C: 2.367 -1.405 -0.014
N: 1.080 -1.894 0.294
C: 1.125 -3.369 0.496
C: 1.630 -4.115 -0.597
C: 1.957 -5.451 -0.401
C: 1.769 -6.069 0.816
C: 1.202 -5.350 1.851
C: 0.866 -4.007 1.718
C: 0.229 -3.378 2.922
C: -1.219 -3.010 2.589
C: 1.112 -2.283 3.529
C: 1.784 -3.590 -2.019
C: 3.249 -3.467 -2.453
C: 1.045 -4.501 -3.018
H: 1.748 -2.293 -6.260
H: 0.261 -1.559 -6.840
H: 0.194 -2.797 -5.582
H: 1.582 -1.283 -4.123
H: 0.921 0.831 -6.237
H: 2.507 0.111 -5.987
H: 1.805 1.161 -4.751
H: -1.359 -0.257 -6.135
H: -3.661 -0.257 -5.289
H: -4.108 -0.918 -2.958
H: -1.608 -1.226 -0.262
H: -4.354 -2.104 -1.142
H: -4.041 -0.515 -0.429
H: -3.714 -1.997 0.487
H: -2.532 -3.574 -1.927
H: -1.904 -3.632 -0.275
H: -0.841 -3.181 -1.617
H: 1.779 0.231 -2.958
H: 3.990 0.643 -2.215
H: 5.919 -0.059 -0.858
H: 5.588 -1.684 1.000
H: 3.354 -2.582 1.485
H: 2.356 -6.020 -1.232
H: 2.036 -7.109 0.954
H: 1.010 -5.839 2.798
H: 0.162 -4.164 3.673
H: -1.272 -2.139 1.925
H: -1.809 -2.784 3.475
H: -1.706 -3.838 2.075
H: 1.143 -1.382 2.907
H: 2.141 -2.634 3.624
H: 0.787 -2.027 4.541
H: 1.323 -2.610 -2.073
H: 3.739 -4.442 -2.422
H: 3.826 -2.789 -1.824
H: 3.307 -3.111 -3.485
H: 1.647 -5.378 -3.259
H: 0.868 -3.967 -3.954
H: 0.089 -4.857 -2.637
O: 1.082 0.843 1.050
C: 1.901 1.641 1.639
C: 1.758 1.917 3.094
C: 2.880 1.218 3.900
C: 4.190 2.006 3.922
C: 4.842 2.196 2.551
C: 3.980 2.968 1.556
N: 2.899 2.135 0.969
H: 0.770 1.591 3.403
H: 1.814 2.996 3.259
H: 3.051 0.213 3.497
H: 2.519 1.091 4.920
H: 4.893 1.493 4.578
H: 4.008 2.987 4.373
H: 5.102 1.223 2.115
H: 5.775 2.748 2.669
H: 4.568 3.328 0.715
H: 3.520 3.838 2.025
H: 3.038 1.785 0.028

Mulliken population analysis, charges in e, atoms 1 to 2: -1.49 -0.03

DFT (ωB97M-V with the def2-TZVPD basis set) results for one molecule with the formula C10H16N2O5 at a distorted geometry.

For the LUMO energy, the calculation gives 0.32 eV. The relative energy (zero: lowest compared OMol25 entry of this formula, charge and spin) is 9.513 eV.

Element x y z (Å)
C: 0.851 0.270 0.706
C: -0.672 -0.272 0.417
C: 1.793 -0.847 1.266
C: 3.009 0.064 2.086
C: 4.023 -0.926 2.572
C: -2.612 -0.079 -1.192
C: -2.583 -1.606 -1.544
C: -2.700 0.578 -2.498
C: -2.346 2.062 -2.181
C: -1.109 1.848 -1.124
H: 1.482 1.843 2.346
H: 0.005 0.764 2.394
H: 1.455 0.688 -0.097
H: 2.066 -1.545 0.212
H: 1.267 -1.889 1.901
H: 3.641 0.883 1.360
H: 2.473 0.734 2.907
H: 4.587 -2.713 2.276
H: -3.547 -0.162 -0.422
H: -2.089 0.076 -3.339
H: -3.753 0.549 -2.948
H: -2.087 2.309 -3.335
H: -3.194 2.756 -1.717
H: 0.050 1.726 -1.546
H: -1.066 2.482 -0.403
H: -1.305 -3.110 -2.130
N: 0.555 1.441 1.635
N: -1.404 0.673 -0.408
O: -1.114 -1.237 0.944
O: 5.109 -0.883 3.471
O: 4.017 -2.067 1.784
O: -3.567 -2.312 -1.541
O: -1.236 -2.100 -1.854

natural (NBO) population analysis, charges in e, atoms 1 to 2: -0.19 0.74